(1)
This record from the OMol25 dataset describes a 2-piece molecular cluster, CH3Cl2NO overall. The level of theory is wB97M-V/def2-TZVPD.

Values from the calculation:
ΔE to the lowest compared entry with this formula, charge and spin ... 3.7425 eV
LUMO level (spin up / spin down) ... -0.0189 / -0.0190 Eh
HOMO (spin up / spin down) ... -0.322 / -0.321 Eh
HOMO-LUMO gap (spin up / spin down) ... 0.303 / 0.303 hartree
2S+1 ... 1
M ... 115.95 g/mol
Energy ... -1090.16514 Eh
Net charge ... 0

Structure (XYZ):
```
8
Properties=species:S:1:pos:R:3:forces:R:3
H 0.867385 -0.685266 1.965345 1.139 -1.243 1.067
Cl 1.936182 1.630198 0.099252 -0.344 0.210 -0.587
O 0.154677 -0.119856 1.761518 0.307 1.071 -2.635
H -0.005193 -1.197292 -0.741345 0.233 -0.642 0.136
H -0.262486 0.330962 -1.211847 -0.353 0.672 -0.026
C 1.396115 0.053457 -0.184742 -1.385 0.260 2.569
N 0.444772 -0.340524 -0.999474 -1.666 1.194 -1.495
Cl 2.528731 -1.137333 -0.074808 2.068 -1.522 0.972
```
Forces are in eV/Å.

=====

(2)
This record from the OMol25 dataset describes a 2-piece molecular cluster, CH3Cl2NO2S overall. The level of theory is wB97M-V/def2-TZVPD.

Values from the calculation:
ΔE to the lowest compared entry with this formula, charge and spin ... 1.4628 eV
LUMO level ... 0.0070 Eh
HOMO ... -0.401 Eh
HOMO-LUMO gap ... 0.408 hartree
2S+1 ... 1
M ... 164.01 g/mol
Energy ... -1563.63837 Eh
Net charge ... 0

Structure (XYZ):
```
10
Properties=species:S:1:pos:R:3:forces:R:3
O 1.375148 -0.684303 -1.124261 0.112 -1.454 -0.842
Cl -2.113837 0.825705 0.613870 0.003 0.015 0.252
H -1.277670 -1.509463 -0.271880 0.206 4.603 -0.942
H 1.277399 -1.103617 1.340564 0.553 -0.216 0.251
Cl -1.642085 0.341176 -2.177895 0.179 -0.335 0.211
N 0.831758 -0.211227 1.280987 -0.904 1.300 -1.774
C -1.170117 -0.062479 -0.533707 0.115 -4.495 0.383
O 0.857857 1.591766 -0.545850 0.131 2.497 0.340
H 1.226541 0.584227 1.764500 0.182 -0.333 0.335
S 0.635007 0.228214 -0.346328 -0.578 -1.583 1.785
```
Forces are in eV/Å.

=====

(3)
This record from the OMol25 dataset describes a 2-piece molecular cluster, CH3Cl2O2P overall. The level of theory is wB97M-V/def2-TZVPD.

Values from the calculation:
ΔE to the lowest compared entry with this formula, charge and spin ... 0.2632 eV
LUMO level (spin up / spin down) ... 0.0165 / -0.1206 Eh
HOMO (spin up / spin down) ... -0.277 / -0.400 Eh
HOMO-LUMO gap (spin up / spin down) ... 0.294 / 0.279 hartree
2S+1 ... 3
M ... 148.91 g/mol
Energy ... -1452.00046 Eh
⟨S²⟩ ... 2.008
Net charge ... 0

Structure (XYZ):
```
9
Properties=species:S:1:pos:R:3:forces:R:3
Cl -0.498275 2.571780 -0.342804 -0.709 0.709 -0.353
C 0.113155 0.033431 0.940221 -2.353 2.500 -0.730
H 1.076973 0.195942 1.290808 1.501 0.325 0.578
H 1.211894 -1.924642 0.115711 -1.394 0.278 -0.192
Cl -1.981124 -0.254726 -1.213876 -0.346 0.463 -0.131
O 0.843552 0.453844 -1.754026 -1.865 -0.099 1.493
P -0.254678 0.634458 -0.735580 3.073 -0.588 0.366
O 0.223521 -1.699452 0.083196 1.885 -3.490 -0.976
H -0.735018 -0.010635 1.616350 0.207 -0.099 -0.056
```
Forces are in eV/Å.

=====

(4)
This record from the OMol25 dataset describes a 2-piece molecular cluster, CH3Cl2OP overall. The level of theory is wB97M-V/def2-TZVPD.

Values from the calculation:
ΔE to the lowest compared entry with this formula, charge and spin ... 3.0778 eV
Structure (SMILES) ... O=CCl.PCl
LUMO level ... 0.0114 Eh
HOMO ... -0.337 Eh
HOMO-LUMO gap ... 0.349 hartree
2S+1 ... 1
M ... 132.91 g/mol
Energy ... -1376.84905 Eh
Net charge ... 0

Structure (XYZ):
```
8
Properties=species:S:1:pos:R:3:forces:R:3
H -1.682248 1.749216 0.254313 0.114 1.049 -0.274
O -0.541752 0.445149 -0.900286 -1.472 1.327 0.589
H 0.537183 -1.725231 -0.592543 0.623 0.807 0.832
Cl -1.818720 -0.335039 1.243997 -0.171 0.081 -0.257
H 1.636192 -0.099572 -1.257003 0.042 0.018 0.428
P 1.755294 -1.010362 -0.172059 0.711 -1.620 -1.343
Cl 1.342711 0.159959 1.426599 -0.137 0.384 0.402
C -1.228659 0.815883 -0.003018 0.289 -2.046 -0.378
```
Forces are in eV/Å.

=====

(5)
This record from the OMol25 dataset describes a 2-piece molecular cluster, CH3Cl2P overall. The level of theory is wB97M-V/def2-TZVPD.

Values from the calculation:
ΔE to the lowest compared entry with this formula, charge and spin ... 3.0768 eV
LUMO level (spin up / spin down) ... -0.1163 / -0.0863 Eh
HOMO (spin up / spin down) ... -0.322 / -0.361 Eh
HOMO-LUMO gap (spin up / spin down) ... 0.206 / 0.275 hartree
2S+1 ... 1
M ... 116.91 g/mol
Energy ... -1301.56762 Eh
Net charge ... 0

Structure (XYZ):
```
7
Properties=species:S:1:pos:R:3:forces:R:3
H -1.505708 -0.375672 -0.398361 2.465 -0.057 -1.130
Cl 2.169549 0.695266 0.174016 1.389 -0.070 0.241
H -0.088700 -1.301911 0.053122 0.867 -0.030 0.483
H -0.032209 -0.708952 -1.641547 -0.683 -0.268 0.245
C -0.325964 -0.482229 -0.596489 -2.903 0.847 -0.159
P 0.381465 1.181803 -0.419882 -1.471 -0.542 1.727
Cl -0.598432 0.991696 2.829141 0.336 0.120 -1.407
```
Forces are in eV/Å.

=====

(6)
This record from the OMol25 dataset describes a 2-piece molecular cluster, CH3Cl3SSi overall. The level of theory is wB97M-V/def2-TZVPD.

Values from the calculation:
ΔE to the lowest compared entry with this formula, charge and spin ... 3.0717 eV
LUMO level (spin up / spin down) ... 0.0038 / -0.0726 Eh
HOMO (spin up / spin down) ... -0.326 / -0.275 Eh
HOMO-LUMO gap (spin up / spin down) ... 0.329 / 0.202 hartree
2S+1 ... 1
M ... 181.55 g/mol
Energy ... -2108.19575 Eh
Net charge ... 0

Structure (XYZ):
```
9
Properties=species:S:1:pos:R:3:forces:R:3
Cl 3.692831 1.317077 0.480080 0.230 0.212 0.100
Cl 1.605938 0.268590 -1.848831 -0.098 0.094 -0.086
C -1.900260 0.140252 0.576392 0.321 0.077 -0.041
Si 1.900871 0.401826 0.180668 -0.314 -0.283 -0.101
H -2.141715 -0.072719 1.595787 -0.067 0.002 0.317
H -1.727737 1.141204 0.239924 -0.022 0.244 -0.047
Cl 2.044188 -1.518537 0.869884 -0.036 -0.060 0.126
S -1.937447 -1.165798 -0.500538 -0.046 -0.321 -0.154
H -1.536670 -0.511898 -1.593365 0.031 0.037 -0.114
```
Forces are in eV/Å.

=====

> Look up the ΔE to the lowest compared entry with this formula, charge and spin of the fourth one.

3.0778 eV

=====

What did the fourth record say?
This record from the OMol25 dataset describes a 2-piece molecular cluster, CH3Cl2OP overall. The level of theory is wB97M-V/def2-TZVPD.

Values from the calculation:
ΔE to the lowest compared entry with this formula, charge and spin ... 3.0778 eV
Structure (SMILES) ... O=CCl.PCl
LUMO level ... 0.0114 Eh
HOMO ... -0.337 Eh
HOMO-LUMO gap ... 0.349 hartree
2S+1 ... 1
M ... 132.91 g/mol
Energy ... -1376.84905 Eh
Net charge ... 0

Structure (XYZ):
```
8
Properties=species:S:1:pos:R:3:forces:R:3
H -1.682248 1.749216 0.254313 0.114 1.049 -0.274
O -0.541752 0.445149 -0.900286 -1.472 1.327 0.589
H 0.537183 -1.725231 -0.592543 0.623 0.807 0.832
Cl -1.818720 -0.335039 1.243997 -0.171 0.081 -0.257
H 1.636192 -0.099572 -1.257003 0.042 0.018 0.428
P 1.755294 -1.010362 -0.172059 0.711 -1.620 -1.343
Cl 1.342711 0.159959 1.426599 -0.137 0.384 0.402
C -1.228659 0.815883 -0.003018 0.289 -2.046 -0.378
```
Forces are in eV/Å.

=====

Repeat the fifth record exactly.
This record from the OMol25 dataset describes a 2-piece molecular cluster, CH3Cl2P overall. The level of theory is wB97M-V/def2-TZVPD.

Values from the calculation:
ΔE to the lowest compared entry with this formula, charge and spin ... 3.0768 eV
LUMO level (spin up / spin down) ... -0.1163 / -0.0863 Eh
HOMO (spin up / spin down) ... -0.322 / -0.361 Eh
HOMO-LUMO gap (spin up / spin down) ... 0.206 / 0.275 hartree
2S+1 ... 1
M ... 116.91 g/mol
Energy ... -1301.56762 Eh
Net charge ... 0

Structure (XYZ):
```
7
Properties=species:S:1:pos:R:3:forces:R:3
H -1.505708 -0.375672 -0.398361 2.465 -0.057 -1.130
Cl 2.169549 0.695266 0.174016 1.389 -0.070 0.241
H -0.088700 -1.301911 0.053122 0.867 -0.030 0.483
H -0.032209 -0.708952 -1.641547 -0.683 -0.268 0.245
C -0.325964 -0.482229 -0.596489 -2.903 0.847 -0.159
P 0.381465 1.181803 -0.419882 -1.471 -0.542 1.727
Cl -0.598432 0.991696 2.829141 0.336 0.120 -1.407
```
Forces are in eV/Å.